Entry 1:
Formula: C9H14
Source: the Open Molecules 2025 dataset
Level of theory: wB97M-V/def2-TZVPD

Each line ends with the natural charge from an NBO analysis.
CARTESIAN COORDINATES (ANGSTROEM)
C (1.7891, -1.6303, 1.1637)  -0.633
C (0.5877, -0.8686, 1.6781)  -0.029
C (-0.0100, 0.1846, 1.0451)  -0.211
C (-1.2045, 0.8212, 1.4890)  -0.206
C (-1.6433, 0.4350, 2.7440)  -0.215
C (-1.1061, -0.6397, 3.4230)  -0.224
C (-0.0048, -1.2736, 2.8987)  -0.189
H (2.1913, -0.9743, 0.3766)  0.213
H (1.5602, -2.5825, 0.7011)  0.225
H (2.5794, -1.6534, 1.9086)  0.221
H (0.5076, 0.6840, 0.2254)  0.202
H (-1.5747, 1.6159, 0.8652)  0.217
H (-2.5629, 0.9120, 3.0778)  0.208
H (-1.6106, -1.0048, 4.3060)  0.217
H (0.3962, -2.2122, 3.2692)  0.203
C (-0.0545, 1.7553, -3.9295)  -0.607
C (0.1730, 0.3762, -3.3230)  -0.613
H (0.5979, 1.7941, -4.8011)  0.205
H (-1.0911, 1.8080, -4.2602)  0.203
H (0.0438, 2.5998, -3.2478)  0.203
H (-0.2258, -0.3330, -4.0586)  0.201
H (1.1741, 0.0537, -3.0529)  0.205
H (-0.5120, 0.1326, -2.4984)  0.203

Force components x, y, z for each atom (eV/Å):
C 0.1 2.0 -0.7
C -0.7 -0.9 1.6
C -0.3 1.7 -0.9
C 2.5 -1.2 0.6
C -1.9 0.9 -1.1
C 0.2 -0.2 0.1
C 0.4 -0.8 -1.1
H 0.1 -0.4 -0.1
H -0.1 -0.3 0.3
H -0.1 -0.5 0.2
H -0.2 -0.5 -0.3
H -0.4 0.2 0.3
H 0.2 -0.1 0.4
H 0.2 0.0 0.2
H -0.2 0.2 0.6
C -0.1 -0.4 0.2
C -1.5 -0.9 0.0
H 0.0 0.7 0.0
H 0.0 0.0 -0.2
H 0.6 -0.1 -0.1
H 0.5 -0.1 -0.2
H 0.2 0.4 0.0
H 0.4 0.5 0.3

E_LUMO: 0.036 hartree
Net charge: 0
SMILES string: Cc1ccccc1.CC

***

Entry 2:
Formula: C34H68Br8O12
Source: the Open Molecules 2025 dataset
Level of theory: wB97M-V/def2-TZVPD

Each line ends with the Löwdin charge.
CARTESIAN COORDINATES (ANGSTROEM)
C (8.6708, 1.3053, -2.7166)  -0.089
C (8.1946, 0.2350, -1.6945)  -0.277
O (6.9655, -0.4072, -2.0812)  -0.041
C (6.3054, -1.2517, -1.2173)  -0.503
C (5.2476, -2.0278, -1.9205)  0.023
O (6.5533, -1.4151, -0.0476)  0.090
H (9.6298, 1.8066, -2.5856)  0.077
H (7.9549, 2.1273, -2.7185)  0.013
H (8.8513, 0.7330, -3.6266)  0.075
H (8.9734, -0.5262, -1.7417)  0.119
H (8.1900, 0.6964, -0.7070)  0.068
H (5.5280, -3.0732, -2.0496)  0.097
H (5.2388, -1.6849, -2.9551)  0.087
H (4.2102, -2.0674, -1.5883)  0.060
C (-6.4685, -0.4251, 1.0181)  -0.074
C (-5.9312, -0.3243, -0.3538)  -0.202
O (-4.8525, 0.6615, -0.5662)  0.012
C (-3.6079, 0.2919, -0.3741)  -0.529
C (-2.6702, 1.4172, -0.7901)  0.000
O (-3.2433, -0.7719, 0.1804)  0.013
H (-5.7376, -0.8744, 1.6904)  0.076
H (-7.2670, -1.1664, 0.9854)  0.088
H (-6.7306, 0.5193, 1.4950)  0.086
H (-5.6153, -1.3144, -0.6826)  0.091
H (-6.7388, -0.1064, -1.0526)  0.120
H (-1.6241, 1.1113, -0.8061)  0.069
H (-2.8802, 2.2366, -0.1027)  0.063
H (-3.0308, 1.7403, -1.7667)  0.072
C (0.1489, 4.0190, 1.9939)  -0.132
C (-0.9402, 4.8542, 1.3972)  -0.249
O (-1.1371, 5.9803, 2.2179)  -0.006
C (-1.3922, 7.1728, 1.6013)  -0.464
C (-1.9216, 8.2092, 2.5151)  -0.003
O (-1.3281, 7.4701, 0.3804)  0.052
H (-0.1389, 3.8190, 3.0261)  0.069
H (1.1201, 4.5036, 2.0942)  0.036
H (0.4299, 3.2493, 1.2751)  0.052
H (-0.5906, 5.2104, 0.4282)  0.121
H (-1.8786, 4.3200, 1.2480)  0.108
H (-2.2167, 7.8176, 3.4886)  0.079
H (-2.8559, 8.6042, 2.1161)  0.093
H (-1.2341, 8.9958, 2.8263)  0.092
C (-6.1874, -1.5826, -4.3854)  -0.045
C (-5.1423, -1.1740, -5.4526)  -0.188
O (-3.7563, -1.0959, -4.9716)  -0.048
C (-3.2689, -0.0673, -4.2314)  -0.543
C (-1.7708, -0.1152, -4.0930)  0.031
O (-3.9230, 0.8316, -3.8093)  0.119
H (-7.1802, -1.9049, -4.6994)  0.083
H (-6.1313, -0.8396, -3.5898)  0.064
H (-5.6528, -2.4726, -4.0536)  0.058
H (-5.0477, -1.9457, -6.2166)  0.093
H (-5.4559, -0.2469, -5.9324)  0.118
H (-1.4455, 0.9242, -4.0489)  0.098
H (-1.2243, -0.5518, -4.9290)  0.070
H (-1.5918, -0.5762, -3.1217)  0.082
C (4.9531, 0.9121, 5.7085)  -0.060
C (3.4519, 1.0798, 5.9881)  -0.188
O (2.6209, 0.0515, 5.4064)  -0.056
C (1.3333, 0.1679, 5.2061)  -0.563
C (0.6339, -1.0360, 4.5817)  -0.012
O (0.6761, 1.1601, 5.4960)  0.062
H (5.1239, 0.6434, 4.6660)  0.056
H (5.4297, 0.1805, 6.3610)  0.072
H (5.3618, 1.8820, 5.9918)  0.079
H (3.2080, 1.1027, 7.0502)  0.131
H (3.2060, 1.9813, 5.4268)  0.119
H (0.8885, -1.0229, 3.5219)  0.010
H (-0.4360, -0.9186, 4.7540)  0.076
H (0.9935, -1.9816, 4.9873)  0.082
C (1.5307, -0.9377, -1.2630)  -0.030
C (0.6716, -0.4483, -0.1295)  -0.555
C (-0.1438, -1.4645, 0.5188)  -0.031
O (0.7778, 0.6694, 0.2950)  0.023
H (0.9348, -1.1674, -2.1464)  0.018
H (2.1643, -1.7785, -0.9807)  0.060
H (2.2189, -0.1743, -1.6260)  0.088
H (0.4641, -2.3646, 0.6110)  0.092
H (-0.9549, -1.7236, -0.1616)  0.075
H (-0.4958, -1.0585, 1.4671)  0.030
C (-4.8343, -5.4659, -1.7343)  0.002
C (-3.6208, -4.5744, -2.1045)  -0.501
C (-3.6469, -3.1729, -1.6496)  -0.021
O (-2.5996, -4.9990, -2.5729)  0.057
H (-5.7504, -4.8761, -1.7659)  0.076
H (-4.5871, -5.8404, -0.7409)  0.091
H (-4.7134, -6.2357, -2.4964)  0.082
H (-4.5385, -3.0060, -1.0451)  0.065
H (-3.7158, -2.4988, -2.5033)  0.078
H (-2.7269, -3.0556, -1.0770)  0.088
Br (0.9149, -3.0502, -4.3026)  0.658
C (-0.3916, -3.3394, -5.7167)  -0.711
C (-1.6968, -3.9641, -5.2091)  -0.699
Br (-2.8158, -4.2798, -6.7507)  0.671
H (0.2272, -3.8338, -6.4656)  0.046
H (-0.6273, -2.3898, -6.1970)  0.036
H (-2.1822, -3.3818, -4.4259)  0.038
H (-1.3711, -4.9633, -4.9200)  0.046
Br (4.5210, -5.7255, 2.3627)  0.604
C (3.8153, -3.9719, 2.9512)  -0.673
C (3.9489, -2.9648, 1.7960)  -0.644
Br (3.4364, -1.1604, 2.4595)  0.742
H (4.4067, -3.5941, 3.7853)  0.053
H (2.7686, -3.9959, 3.2546)  0.054
H (3.4034, -3.2551, 0.8981)  0.050
H (5.0078, -2.9166, 1.5420)  0.033
Br (-1.6031, 1.2531, 2.3659)  0.806
C (-3.2067, 2.2581, 3.0551)  -0.603
C (-3.6911, 1.6202, 4.3222)  -0.609
Br (-4.9311, 2.9619, 5.2028)  0.548
H (-3.9928, 2.1698, 2.3052)  0.056
H (-2.9477, 3.3141, 3.1316)  0.041
H (-3.0073, 1.2820, 5.1007)  0.057
H (-4.4139, 0.8336, 4.1056)  0.042
Br (3.5340, 4.3254, 0.3804)  0.640
C (3.9740, 2.5186, 0.9762)  -0.678
C (5.4859, 2.3327, 1.0337)  -0.672
Br (6.3437, 2.6946, -0.6570)  0.750
H (3.4945, 1.7867, 0.3263)  0.045
H (3.5512, 2.3341, 1.9638)  0.055
H (5.7942, 1.2968, 1.1748)  0.037
H (5.9699, 2.9217, 1.8127)  0.063

Force components x, y, z for each atom (eV/Å):
C -0.9 -0.8 0.0
C 1.9 0.4 0.2
O -0.5 -0.1 0.4
C 0.4 0.3 0.5
C -0.3 -0.4 -2.2
O 0.4 0.6 -0.3
H 0.2 -0.5 1.1
H -0.2 -0.3 -0.9
H -0.7 0.6 -0.6
H -0.1 -0.3 0.5
H -0.5 -0.5 0.0
H 0.4 -0.1 0.5
H -0.3 0.2 0.0
H 0.4 0.6 0.7
C 0.6 -0.3 1.4
C 0.4 -0.1 -1.2
O -2.0 -0.7 -0.1
C 2.3 -1.9 1.9
C -1.0 -0.6 -0.3
O -1.3 2.3 -1.8
H 0.3 0.0 0.0
H -0.4 0.4 0.1
H -0.5 0.0 -0.3
H 0.5 0.2 0.1
H 0.2 0.8 -0.1
H -0.2 0.2 0.2
H 0.4 0.0 0.0
H 0.3 0.1 -0.1
C 0.6 0.4 0.3
C 1.4 0.2 -1.4
O -0.8 1.9 -0.3
C -0.2 0.9 -3.1
C -0.7 0.1 2.0
O 0.3 -2.1 3.4
H 0.1 -1.1 -0.2
H -0.3 0.9 -0.1
H -0.6 -0.8 0.7
H -0.3 0.0 -0.2
H -0.1 -0.1 0.2
H 0.1 -0.5 0.0
H 0.4 0.3 -0.4
H 0.2 0.1 -0.8
C 2.5 -0.5 0.1
C -0.7 0.5 -0.4
O -0.4 -0.3 0.3
C 0.2 -0.5 -1.6
C -0.1 0.5 0.1
O -1.0 0.6 0.5
H 0.2 0.5 -0.3
H -0.6 -0.1 0.0
H -0.5 -0.4 0.8
H -0.1 0.1 0.0
H 0.5 0.2 0.0
H 0.0 0.0 0.3
H -0.3 -0.5 0.3
H 0.5 -0.2 -0.1
C -0.9 -0.6 0.8
C -0.3 0.4 -0.9
O 1.8 -1.5 -0.3
C -2.4 1.3 0.5
C 0.7 0.3 0.3
O 1.0 -0.7 -0.2
H 0.1 0.3 0.0
H -0.1 -0.2 -0.1
H 0.3 0.0 -0.4
H 0.1 0.5 -0.1
H -0.5 0.3 0.7
H -0.3 -0.1 0.0
H 0.2 0.0 -0.2
H 0.1 0.1 0.1
C 0.5 0.7 -1.0
C 1.7 -0.4 -0.3
C -0.6 -0.6 0.2
O -0.1 1.2 0.2
H -0.2 -0.5 0.1
H -0.4 -0.3 0.1
H -0.1 0.3 0.3
H -0.1 -0.1 0.3
H -0.3 0.0 0.3
H -0.3 -0.5 -0.1
C 1.9 0.7 -1.2
C -0.6 -0.3 1.1
C -0.7 0.4 0.3
O 0.2 -0.9 -0.7
H 0.0 -0.4 0.0
H -0.4 -0.1 0.0
H -0.8 -0.4 0.3
H 0.3 0.2 0.2
H 0.3 0.2 0.0
H -0.2 0.6 -0.1
Br -0.3 0.1 0.2
C -0.3 1.2 -0.6
C 2.2 -0.9 -0.6
Br -0.4 0.2 0.0
H -0.7 -0.8 0.1
H 0.2 0.3 0.4
H 0.0 -0.2 -0.3
H -0.8 0.1 0.7
Br -0.5 0.8 0.3
C -0.2 1.0 -0.6
C 0.9 -0.5 0.5
Br 0.2 -0.9 -0.6
H 0.1 -0.4 0.0
H 0.1 -0.7 0.0
H -0.3 0.3 0.3
H -0.1 0.4 -0.2
Br -1.1 0.5 0.6
C 0.7 -0.4 -0.4
C -1.4 0.3 0.7
Br 0.6 -0.5 -0.2
H 0.2 -0.1 -0.1
H 0.3 -0.3 0.2
H 0.2 0.4 -0.4
H 0.4 -0.1 0.0
Br -0.1 -0.4 0.2
C 0.5 -0.4 0.1
C 0.0 -0.4 0.1
Br -0.1 0.5 -0.1
H 0.1 0.3 -0.3
H 0.0 0.4 0.1
H -0.5 -0.1 0.3
H -0.2 0.2 -0.3

E_LUMO: 0.011 hartree
Net charge: 0
SMILES string: CCOC(C)=O.CCOC(C)=O.CCOC(C)=O.CCOC(C)=O.CCOC(C)=O.CC(C)=O.CC(C)=O.BrCCBr.BrCCBr.BrCCBr.BrCCBr

***

Entry 3:
Formula: C22H50Ag2O12S8Tl
Source: the Open Molecules 2025 dataset
Level of theory: wB97M-V/def2-TZVPD

Each line ends with the Löwdin charge.
CARTESIAN COORDINATES (ANGSTROEM)
Ag (26.5416, -5.4352, 6.7498)  0.816
Ag (24.2628, -8.0502, 5.9329)  0.915
Tl (17.8450, -5.7036, 9.8671)  1.079
C (21.9954, -3.8912, 7.7119)  0.165
C (21.0627, -4.3783, 8.7554)  -0.248
C (21.4435, -5.6139, 9.6082)  -0.279
O (20.6616, -5.9615, 10.5220)  -0.061
C (22.7242, -6.2614, 9.3256)  0.073
C (23.5633, -5.7354, 8.3460)  -0.359
C (23.1228, -4.5793, 7.4754)  -0.299
O (23.8224, -4.1076, 6.4566)  0.016
O (24.6449, -6.4066, 8.1286)  -0.141
O (19.9319, -3.9126, 8.9080)  0.003
H (21.7953, -2.9583, 7.2058)  0.132
H (23.0157, -7.1173, 9.9162)  0.076
C (19.8890, -1.5730, 11.2924)  -0.231
S (19.5618, -2.7990, 12.6321)  0.928
O (18.9404, -3.9972, 11.9183)  -0.690
C (21.3222, -3.3416, 12.9188)  -0.220
H (18.9501, -1.1830, 10.8993)  0.040
H (20.4714, -1.9687, 10.4604)  0.036
H (20.4560, -0.7821, 11.7835)  0.057
H (21.6174, -4.0552, 12.1496)  0.029
H (21.3610, -3.8503, 13.8821)  0.047
H (22.0401, -2.5250, 12.8425)  0.056
C (21.8682, -9.5475, 9.5080)  -0.256
S (22.9604, -9.6510, 10.9702)  0.812
O (22.2341, -10.6165, 11.9342)  -0.516
C (24.3320, -10.6130, 10.2196)  -0.245
H (22.2340, -8.8444, 8.7597)  0.010
H (20.9292, -9.0233, 9.6859)  0.054
H (21.7447, -10.4947, 8.9830)  0.067
H (23.9657, -11.4089, 9.5711)  0.061
H (24.8560, -11.0331, 11.0781)  0.059
H (25.1383, -10.0972, 9.6980)  0.044
C (15.3579, -2.3571, 7.5875)  -0.210
S (16.4719, -1.7430, 8.9369)  0.890
O (16.9540, -2.9657, 9.6710)  -0.707
C (17.9003, -1.3281, 7.8402)  -0.258
H (14.6862, -3.0927, 8.0300)  0.064
H (15.9928, -2.7940, 6.8168)  0.045
H (14.9302, -1.4595, 7.1407)  0.060
H (17.5122, -0.6693, 7.0633)  0.040
H (18.3689, -2.2681, 7.5488)  0.032
H (18.6750, -0.7994, 8.3953)  0.046
C (20.4987, -7.2218, 13.3161)  -0.249
S (20.8867, -7.7976, 15.0072)  0.937
O (22.2266, -7.2213, 15.5072)  -0.490
C (19.5389, -6.8781, 15.7423)  -0.240
H (19.5439, -7.6113, 12.9629)  0.068
H (21.2370, -7.4438, 12.5455)  0.021
H (20.3650, -6.1405, 13.3464)  0.027
H (18.6168, -7.3172, 15.3614)  0.069
H (19.6059, -5.8153, 15.5098)  0.062
H (19.6024, -7.0329, 16.8194)  0.070
C (25.5807, -3.8028, 10.6741)  -0.266
S (26.8579, -2.8969, 9.6715)  0.947
O (26.7576, -3.4571, 8.2423)  -0.671
C (28.1496, -3.9431, 10.4903)  -0.235
H (25.8976, -3.7676, 11.7164)  0.041
H (25.4565, -4.8782, 10.5464)  0.033
H (24.5856, -3.3856, 10.5197)  0.037
H (27.8654, -4.9832, 10.6501)  0.040
H (28.3483, -3.5286, 11.4786)  0.068
H (29.1094, -3.8412, 9.9839)  0.062
C (25.9899, -8.0272, 11.5715)  -0.263
S (26.0050, -6.9982, 13.1127)  0.953
O (26.7358, -5.6457, 12.7888)  -0.574
C (24.2029, -6.6631, 13.1236)  -0.267
H (25.3078, -7.6890, 10.7915)  0.016
H (25.7940, -9.0426, 11.9160)  0.036
H (26.9919, -7.9654, 11.1469)  0.057
H (23.6252, -7.5744, 13.2779)  0.031
H (23.8226, -6.2958, 12.1704)  0.026
H (24.0695, -5.8826, 13.8727)  0.056
C (20.3423, -1.0873, 5.3906)  -0.272
S (19.2901, 0.3029, 4.7798)  0.868
O (20.1430, 1.3039, 4.0582)  -0.492
C (18.3588, -0.6080, 3.4946)  -0.216
H (20.9756, -1.4292, 4.5719)  0.057
H (19.9538, -2.0268, 5.7838)  0.039
H (20.9831, -0.7351, 6.1989)  0.028
H (17.6813, -1.3140, 3.9749)  0.047
H (19.0362, -1.3285, 3.0362)  0.057
H (17.8275, 0.0901, 2.8476)  0.073
C (24.4075, -0.4520, 6.6732)  -0.216
S (24.6659, -0.3697, 4.8535)  0.967
O (24.1726, -1.6828, 4.2503)  -0.473
C (23.3961, 0.9314, 4.5078)  -0.201
H (24.7371, -1.4035, 7.0904)  0.036
H (23.3443, -0.3235, 6.8758)  0.036
H (24.8714, 0.4117, 7.1496)  0.069
H (23.2835, 0.9516, 3.4238)  0.071
H (23.6939, 1.9222, 4.8510)  0.079
H (22.4313, 0.6480, 4.9283)  0.011

Force components x, y, z for each atom (eV/Å):
Ag -0.5 1.0 1.0
Ag 0.1 0.4 0.6
Tl 0.1 1.0 0.5
C -3.1 0.5 2.6
C -1.4 0.2 -0.4
C -0.4 -0.6 1.8
O 1.5 0.4 -2.3
C -1.3 1.8 0.1
C 0.4 -2.0 -0.1
C 4.6 1.0 -3.8
O -0.9 -2.5 3.0
O 0.0 0.7 -1.5
O 1.3 -0.3 -0.4
H -0.1 -0.1 -0.2
H 0.1 0.0 0.0
C 0.2 0.0 0.7
S 0.5 -1.1 -1.9
O 0.2 0.6 0.8
C -0.3 0.2 -0.3
H -0.1 -0.2 0.3
H 0.0 -0.4 0.2
H -0.1 0.2 -0.1
H -0.5 -0.1 -0.2
H 0.0 0.3 0.0
H -0.2 0.2 0.4
C 0.2 0.5 -0.9
S -1.6 -1.9 0.9
O 1.5 1.9 -1.8
C 0.1 -0.3 0.2
H 1.0 0.0 -0.2
H -0.2 -0.7 0.9
H -0.2 -0.2 0.5
H -0.2 -0.1 0.3
H -0.3 -0.3 0.1
H -0.4 0.7 -0.2
C 1.3 0.6 0.2
S 0.5 -0.7 -0.8
O -0.1 -0.3 0.1
C -0.5 0.2 0.7
H -0.2 0.4 -0.1
H 0.0 -0.3 0.1
H -0.6 -0.2 0.2
H 0.2 -0.2 -0.3
H -0.5 0.0 -0.4
H -0.3 0.2 0.3
C 0.1 0.6 -0.3
S 1.6 0.7 0.2
O -2.3 -0.6 -1.2
C 0.1 -0.1 0.5
H 0.0 -0.4 0.4
H 0.2 -0.3 0.5
H 0.2 0.1 0.1
H 0.0 0.1 0.0
H 0.1 -0.1 -0.1
H -0.1 0.0 0.0
C -0.4 0.6 0.1
S 0.0 -3.5 0.3
O -0.2 0.2 0.2
C 0.7 1.0 0.2
H -0.1 0.5 0.1
H 0.8 -0.1 -0.8
H 0.1 0.5 0.1
H -0.3 0.2 -0.4
H -0.3 0.1 0.1
H -0.2 0.0 -0.4
C 0.6 0.4 0.5
S 0.6 2.2 -1.4
O -1.7 -2.7 0.3
C 0.3 0.2 -0.3
H -0.3 0.1 0.3
H -0.1 0.0 -0.2
H 0.1 -0.1 0.3
H 0.3 0.0 0.7
H 0.5 0.3 -0.3
H -0.3 -0.4 0.2
C 1.0 -0.4 -0.3
S -0.4 0.1 -0.5
O -0.1 -1.2 0.8
C 0.5 -0.9 0.9
H 0.2 0.4 -0.3
H -1.2 0.3 -0.1
H 0.0 0.5 -0.1
H -0.5 0.5 0.4
H 0.3 0.7 -0.7
H 0.3 -0.1 0.0
C -0.4 0.2 -0.1
S -1.5 -0.8 0.1
O 0.4 1.6 0.9
C 0.2 -0.4 -0.5
H 0.3 0.1 -0.3
H -0.2 -0.2 -0.3
H 0.4 -0.1 -0.2
H 0.1 0.0 0.0
H 0.3 -0.2 0.1
H 0.2 -0.1 0.1

E_LUMO: -0.475 hartree
Net charge: +3

***

Entry 4:
Formula: C3H7N5
Source: the Open Molecules 2025 dataset
Level of theory: wB97M-V/def2-TZVPD

Each line ends with the natural charge from an NBO analysis.
CARTESIAN COORDINATES (ANGSTROEM)
C (-0.4474, 0.1690, 1.8623)  -0.410
N (-0.2692, 0.7355, 0.5292)  -0.272
N (0.8692, 1.7777, 0.6243)  -0.637
C (-0.2819, -0.1731, -0.4441)  0.491
N (-0.6965, -1.4077, -0.3369)  -0.549
C (-0.5074, -1.9292, -1.5549)  0.157
N (0.0687, -1.0738, -2.4152)  -0.311
N (0.1230, 0.1168, -1.6751)  -0.394
H (0.3309, -0.5473, 2.0432)  0.183
H (-0.1056, 1.0837, 2.4965)  0.213
H (-1.4145, -0.1577, 1.9536)  0.224
H (1.6404, 1.2201, 0.9872)  0.349
H (0.9778, 2.1018, -0.3407)  0.346
H (-0.9096, -2.8995, -1.8578)  0.207
H (0.6221, 0.9838, -1.8717)  0.402

Force components x, y, z for each atom (eV/Å):
C 3.4 3.9 0.3
N 0.9 2.6 2.2
N -2.5 -2.0 -0.8
C 0.5 -0.2 -0.7
N -0.7 -0.5 1.2
C 0.6 1.7 -1.6
N -0.6 0.0 -0.1
N 0.4 -1.4 -0.3
H 0.0 -1.0 0.2
H -1.5 -1.7 -0.4
H -2.1 -0.9 0.7
H 0.5 0.3 -0.6
H 0.6 -0.1 0.7
H 0.6 0.4 0.1
H -0.2 -1.0 -0.8

E_LUMO: 0.023 hartree
Net charge: 0
SMILES string: CN(N)c1ncn[nH]1

***

no.,HOMO-LUMO gap (hartree)
1,0.3704
2,0.3659
3,0.0584
4,0.3416